This record from OMol25 describes a structure of composition C39H36AgAsBN7OS. The level of theory is the ωB97M-V functional and the def2-TZVPD basis.

ΔE to the lowest compared entry with this formula, charge and spin = 20.3 kcal per mole
Highest occupied orbital energy = -7.78 eV
Orbital gap = 8.283 eV
Lowest unoccupied orbital energy = 0.0187 Ha
DFT total energy = -4772.06584 hartree

CARTESIAN COORDINATES (ANGSTROEM)
Ag: 0.148 0.503 1.163
As: 0.021 -2.308 -1.777
S: -0.296 3.589 1.115
O: 0.115 -1.422 -0.401
N: -1.619 -0.935 1.941
N: 1.505 -1.905 2.375
N: -1.056 -1.953 2.624
N: 0.144 2.511 0.053
N: 0.345 -0.514 4.187
N: 0.191 0.708 3.630
N: 2.061 -0.821 1.788
C: 1.827 -2.661 -4.057
C: 2.519 6.440 0.485
C: 2.344 -0.893 -2.492
C: 0.151 1.567 4.638
C: 3.780 -1.298 -4.380
C: -3.337 -0.232 -2.977
C: -3.955 -1.054 -3.911
C: -1.603 -1.870 -2.704
C: 3.130 6.521 1.733
C: -2.182 4.214 -0.762
C: -3.453 6.257 -0.831
C: 1.158 -4.960 -1.553
C: 3.474 -0.574 -3.234
C: -1.498 4.697 0.342
C: 1.152 -6.273 -1.104
C: -2.734 -1.418 1.408
C: -1.137 -4.714 -0.836
C: -2.906 -2.772 1.735
C: 0.008 -6.803 -0.522
C: -2.220 -2.695 -3.633
C: 0.286 0.912 5.874
C: 2.959 -2.340 -4.792
C: -3.401 -2.285 -4.237
C: 3.000 -1.290 0.972
C: 1.011 4.794 1.350
C: 2.086 -3.033 1.931
C: 1.455 5.576 0.290
C: 2.684 5.734 2.783
C: 0.010 -4.190 -1.427
C: 3.062 -2.689 1.018
C: 0.404 -0.416 5.531
C: -2.159 -0.639 -2.365
C: -1.790 5.944 0.879
C: 1.523 -1.933 -2.913
C: -3.160 5.005 -1.354
C: -1.136 -6.025 -0.386
C: -1.807 -3.064 2.519
C: -2.771 6.724 0.286
C: 1.620 4.859 2.592
B: 0.310 -1.826 3.371
H: 3.960 7.199 1.883
H: -3.373 -0.779 0.818
H: -2.016 -4.091 -0.707
H: 2.870 7.054 -0.334
H: -4.216 6.871 -1.293
H: 0.565 2.914 -0.780
H: -2.022 -6.438 0.081
H: 1.280 4.220 3.398
H: -3.724 -3.423 1.472
H: -1.249 6.311 1.744
H: 0.519 -1.296 6.144
H: 4.120 0.233 -2.914
H: 2.055 -4.538 -1.988
H: 0.966 5.518 -0.677
H: -1.514 -3.979 3.010
H: 2.095 -0.363 -1.579
H: -1.794 -3.661 -3.880
H: 0.290 1.341 6.862
H: -3.000 7.700 0.694
H: 3.166 5.790 3.751
H: -1.674 -0.032 -1.610
H: 3.732 -3.344 0.485
H: -1.938 3.232 -1.148
H: 2.042 -6.881 -1.199
H: -3.694 4.640 -2.222
H: 0.393 -2.761 4.131
H: 3.203 -2.904 -5.684
H: 1.770 -3.998 2.296
H: 3.598 -0.603 0.390
H: -4.878 -0.739 -4.383
H: -3.889 -2.928 -4.958
H: 1.185 -3.473 -4.381
H: 4.667 -1.054 -4.951
H: -3.779 0.721 -2.714
H: 0.007 2.619 4.442
H: 0.011 -7.825 -0.164